Entry from OMol25: a cluster of 5 separate species, C27H47F3N2O11 in total (wB97M-V/def2-TZVPD).

```
90
Properties=species:S:1:pos:R:3:lowdin_charge:R:1
C -2.348 -2.681 -3.536 -0.010
C -2.472 -3.506 -2.220 -0.556
C -3.619 -2.904 -1.452 -0.037
C -2.858 -4.940 -2.540 -0.137
C -1.659 -5.685 -3.131 -0.186
C -0.535 -5.660 -2.158 -0.180
C -0.105 -4.281 -1.782 -0.479
C 0.817 -4.309 -0.509 -0.026
C 0.718 -3.638 -2.967 -0.007
N -1.353 -3.557 -1.328 -0.074
O -0.976 -2.237 -1.025 -0.048
H -2.045 -1.660 -3.315 0.074
H -1.744 -3.075 -4.349 0.065
H -3.320 -2.690 -4.021 0.086
H -3.709 -3.516 -0.543 0.101
H -3.507 -1.840 -1.240 0.077
H -4.499 -2.984 -2.076 0.082
H -3.164 -5.487 -1.639 0.124
H -3.737 -5.074 -3.189 0.129
H -1.826 -6.765 -3.269 0.120
H -1.429 -5.257 -4.113 0.105
H 0.365 -6.219 -2.397 0.127
H -0.934 -6.061 -1.209 0.133
H 0.210 -4.578 0.356 0.088
H 1.171 -3.299 -0.337 0.058
H 1.747 -4.871 -0.615 0.082
H 1.681 -4.144 -2.854 0.083
H 0.936 -2.584 -2.745 0.077
H 0.278 -3.722 -3.953 0.062
H -0.737 -1.747 -1.816 0.049
C -1.301 0.809 1.836 -0.008
C -0.927 -0.128 3.040 -0.570
C -2.242 -0.633 3.540 -0.033
C -0.149 -1.342 2.604 -0.133
C 1.283 -0.914 2.254 -0.155
C 1.951 -0.394 3.544 -0.115
C 1.190 0.856 4.082 -0.494
C 1.655 1.141 5.537 -0.017
C 1.472 2.095 3.206 -0.016
N -0.235 0.458 4.143 -0.106
O -0.977 1.534 4.587 -0.020
H -1.823 1.731 2.136 0.091
H -0.480 1.133 1.219 0.042
H -1.921 0.247 1.132 0.081
H -2.024 -1.183 4.460 0.104
H -2.780 0.279 3.740 0.080
H -2.631 -1.203 2.710 0.086
H -0.210 -2.077 3.409 0.125
H -0.739 -1.805 1.789 0.118
H 1.833 -1.736 1.783 0.101
H 1.282 -0.169 1.454 0.093
H 3.018 -0.168 3.378 0.122
H 1.893 -1.157 4.317 0.114
H 1.256 2.063 5.912 0.073
H 2.744 1.150 5.515 0.083
H 1.281 0.232 6.005 0.087
H 1.235 1.912 2.154 0.053
H 2.545 2.259 3.269 0.080
H 0.903 2.967 3.512 0.083
H -1.036 2.214 3.913 0.078
O -2.496 5.287 -0.765 0.145
C -2.829 4.164 -1.083 -0.578
O -2.972 3.158 -0.232 0.087
C -3.149 1.952 -0.954 -0.059
C -3.485 2.446 -2.352 -0.275
F -4.840 2.470 -2.585 0.058
O -3.000 3.761 -2.331 0.152
H -2.222 1.366 -0.905 0.107
H -3.927 1.374 -0.467 0.145
H -3.030 1.902 -3.170 0.163
O -0.402 0.738 -2.352 0.093
C 0.400 1.665 -2.093 -0.483
O 1.093 2.361 -3.002 0.097
C 2.060 3.171 -2.322 -0.032
C 1.543 3.117 -0.910 -0.291
F 0.829 4.266 -0.651 0.071
O 0.711 1.983 -0.813 0.136
H 3.019 2.656 -2.421 0.147
H 2.043 4.138 -2.790 0.142
H 2.262 3.012 -0.120 0.148
O 4.504 4.043 2.091 0.167
C 4.768 4.601 1.054 -0.490
O 4.557 4.089 -0.225 0.028
C 4.858 5.192 -1.132 -0.044
C 5.696 6.138 -0.336 -0.292
F 5.380 7.476 -0.513 0.059
O 5.340 5.827 0.978 0.138
H 5.184 4.732 -2.066 0.143
H 3.911 5.647 -1.387 0.134
H 6.783 6.068 -0.351 0.175
```

DFT total energy = -2293.6665 hartree
SMILES string = CC1(C)CCCC(C)(C)N1O.CC1(C)CCCC(C)(C)N1O.O=C1OC[C@@H](F)O1.O=C1OC[C@@H](F)O1.O=C1OC[C@@H](F)O1
LUMO energy = -0.03 eV
frontier orbital gap = 0.3060 Ha



Entry from OMol25: a structure of composition C27H48AuN5O6P2 (wB97M-V/def2-TZVPD).

```
89
Properties=species:S:1:pos:R:3:lowdin_charge:R:1
Au 1.907 0.151 -0.515 0.811
C -0.050 -4.495 -3.690 -0.102
N -0.338 -3.495 -2.691 -0.306
C -1.669 -3.575 -2.136 -0.101
P 0.493 -2.065 -2.495 0.488
O 0.209 -1.484 -1.174 -0.333
O 2.016 -2.545 -2.722 -0.271
P 3.355 -2.429 -1.768 0.525
O 3.565 -1.031 -1.324 -0.336
N 3.176 -3.530 -0.567 -0.300
C 3.278 -3.096 0.815 -0.088
C 2.471 -4.780 -0.775 -0.087
N 4.528 -2.921 -2.818 -0.301
C 5.211 -4.193 -2.766 -0.082
C 4.975 -1.992 -3.835 -0.085
N 0.285 -0.982 -3.743 -0.304
C 0.498 -1.336 -5.127 -0.085
C -0.375 0.278 -3.514 -0.103
H -0.722 -4.411 -4.549 0.093
H -0.194 -5.483 -3.244 0.094
H 0.982 -4.404 -4.018 0.073
H -2.442 -3.484 -2.904 0.091
H -1.795 -2.787 -1.399 0.064
H -1.791 -4.544 -1.646 0.093
H 3.809 -2.147 0.848 0.064
H 3.845 -3.840 1.379 0.098
H 2.290 -2.974 1.269 0.091
H 2.483 -5.039 -1.831 0.079
H 1.434 -4.703 -0.436 0.091
H 2.968 -5.569 -0.209 0.099
H 4.996 -4.689 -1.823 0.073
H 6.290 -4.036 -2.841 0.096
H 4.901 -4.834 -3.596 0.095
H 4.446 -1.049 -3.716 0.079
H 4.783 -2.391 -4.834 0.094
H 6.047 -1.807 -3.736 0.098
H 1.065 -2.261 -5.192 0.073
H 1.061 -0.540 -5.619 0.096
H -0.455 -1.448 -5.651 0.094
H -0.425 0.455 -2.442 0.039
H -1.381 0.288 -3.942 0.090
H 0.201 1.081 -3.978 0.097
C -2.440 1.454 0.814 -0.092
C -0.513 0.525 2.149 -0.169
O 0.848 0.363 1.812 -0.182
C 1.793 1.071 2.619 -0.236
C 3.163 0.467 2.389 -0.055
H -4.511 1.309 0.905 0.217
H -2.433 0.473 0.325 0.143
H -2.532 2.209 0.028 0.140
H -1.010 -0.401 1.849 0.138
H -0.597 0.656 3.239 0.144
H 1.499 0.976 3.671 0.130
H 1.805 2.135 2.352 0.119
H 3.194 -0.566 2.726 0.080
H 3.911 1.040 2.927 0.094
H 3.402 0.504 1.321 0.045
C -5.765 3.988 3.838 -0.018
C -5.006 2.773 3.419 -0.196
C -5.212 1.582 4.148 0.099
C -4.568 0.400 3.772 -0.015
C -3.805 0.347 2.643 0.048
C -3.734 1.492 1.682 -0.178
N -1.123 1.619 1.416 -0.106
C -0.723 2.942 1.814 -0.188
C -1.166 3.484 3.011 -0.028
C -0.823 4.777 3.369 -0.041
C -0.027 5.549 2.535 -0.025
C 0.471 4.996 1.371 0.028
C 0.145 3.691 0.998 -0.065
C 0.824 3.168 -0.216 -0.445
O 1.655 3.760 -0.835 0.167
O 0.440 1.906 -0.606 -0.021
C -4.151 2.798 2.318 -0.100
C -3.872 4.091 1.638 0.000
H -6.558 3.708 4.528 0.095
H -6.214 4.489 2.981 0.098
H -5.120 4.714 4.339 0.106
H -5.864 1.595 5.004 0.142
H -4.689 -0.482 4.382 0.129
H -3.292 -0.559 2.357 0.126
H -0.238 1.581 0.061 0.053
H -1.803 2.889 3.652 0.125
H -1.181 5.180 4.304 0.119
H 0.223 6.566 2.803 0.123
H 1.126 5.558 0.720 0.136
H -3.647 4.873 2.364 0.106
H -4.764 4.418 1.097 0.124
H -3.054 4.035 0.927 0.083
```

DFT total energy = -2600.8408 hartree
charge = +2
LUMO energy = -7.88 eV
frontier orbital gap = 0.1869 Ha



Entry from OMol25: a cluster of 5 separate species, C27H48ClFN5O4 in total (wB97M-V/def2-TZVPD).

```
86
Properties=species:S:1:pos:R:3:lowdin_charge:R:1
C 2.234 1.022 -1.371 0.004
C 2.724 -0.111 -2.382 -0.241
F 4.050 0.242 -2.706 -0.002
N 2.788 -1.437 -1.667 0.060
C 1.689 -2.112 -1.405 -0.233
N 0.478 -1.487 -1.905 0.061
C -0.637 -1.580 -0.927 -0.199
C -0.842 -3.105 -0.626 -0.562
Cl -2.151 -3.188 0.661 0.623
C 0.467 -3.631 0.050 -0.380
N 0.662 -3.134 1.442 0.044
N 1.720 -3.339 -0.742 0.160
C 4.112 -1.908 -1.295 -0.172
C 4.731 -3.064 -1.993 0.040
C 6.046 -3.380 -1.440 -0.036
C 6.712 -2.651 -0.374 -0.093
N 6.107 -1.598 0.237 0.070
C 4.879 -1.303 -0.223 -0.084
H 1.341 1.573 -1.749 0.093
H 1.942 0.456 -0.439 0.074
H 3.097 1.667 -1.089 0.099
H 2.119 -0.154 -3.314 0.157
H 0.221 -1.894 -2.811 0.158
H -0.514 -0.944 -0.019 0.125
H -1.563 -1.219 -1.452 0.137
H -1.194 -3.703 -1.497 0.122
H 0.366 -4.748 0.149 0.158
H 1.132 -2.220 1.362 0.081
H 1.388 -3.747 1.837 0.094
H 2.479 -3.401 -0.057 0.139
H 4.236 -3.629 -2.808 0.125
H 6.587 -4.256 -1.876 0.116
H 7.725 -2.955 -0.035 0.121
H 4.364 -0.454 0.304 0.127
C 0.858 2.801 3.939 -0.167
C -0.133 2.174 2.980 -0.173
C 0.224 2.854 1.670 -0.208
O 1.629 3.146 1.722 -0.153
C 2.091 2.946 3.068 -0.202
H 1.038 2.206 4.835 0.119
H 0.501 3.786 4.250 0.121
H 0.052 1.097 2.905 0.109
H -1.175 2.321 3.266 0.107
H -0.311 3.802 1.555 0.121
H 0.012 2.226 0.800 0.097
H 2.696 2.032 3.082 0.112
H 2.720 3.785 3.367 0.120
C 7.528 -1.498 -5.789 -0.168
C 7.244 -2.392 -6.983 -0.169
C 6.585 -3.593 -6.328 -0.198
O 5.900 -3.104 -5.164 -0.165
C 6.318 -1.755 -4.912 -0.216
H 7.651 -0.446 -6.047 0.118
H 8.437 -1.834 -5.282 0.118
H 6.537 -1.898 -7.656 0.117
H 8.133 -2.655 -7.557 0.118
H 7.330 -4.324 -5.997 0.119
H 5.875 -4.094 -6.988 0.118
H 5.487 -1.091 -5.177 0.115
H 6.536 -1.633 -3.849 0.102
C -5.200 0.307 3.795 -0.169
C -5.264 1.768 3.397 -0.174
C -4.394 2.420 4.456 -0.197
O -3.402 1.452 4.833 -0.154
C -3.770 0.178 4.289 -0.211
H -5.433 -0.381 2.981 0.112
H -5.897 0.115 4.615 0.119
H -4.814 1.904 2.408 0.115
H -6.276 2.173 3.369 0.095
H -4.976 2.670 5.349 0.121
H -3.903 3.327 4.096 0.114
H -3.083 -0.045 3.462 0.106
H -3.656 -0.593 5.053 0.117
C -10.057 4.070 1.405 -0.174
C -9.164 3.454 0.345 -0.176
C -7.892 3.178 1.127 -0.213
O -8.286 2.918 2.482 -0.165
C -9.665 3.283 2.642 -0.197
H -11.120 4.003 1.177 0.115
H -9.801 5.126 1.537 0.117
H -9.599 2.513 -0.005 0.116
H -9.001 4.096 -0.520 0.114
H -7.231 4.052 1.132 0.119
H -7.336 2.323 0.736 0.114
H -10.249 2.360 2.726 0.119
H -9.788 3.857 3.561 0.119
```

DFT total energy = -2192.0480 hartree
charge = +1
LUMO energy = -3.51 eV
frontier orbital gap = 0.2723 Ha